80
Properties=species:S:1:pos:R:3:forces:R:3 method="wB97M-V/def2-TZVPD" e_above_lowest_ev=0.000 homo_lumo_gap_ev=6.30 total_charge=-1
C 4.16139 -2.54054 -2.61527 0.4 0.3 -0.1
C 3.41528 -1.22241 -2.86083 -0.1 -0.2 -0.1
B 1.84324 -1.25228 -2.60646 0.0 0.1 0.2
O 1.30288 0.00549 -2.28933 0.0 0.2 -0.5
Ga 0.50049 -2.90547 -2.75108 -0.2 0.2 0.2
H 4.02824 -3.23421 -3.44477 -0.2 -0.1 0.1
H 3.85155 -3.02696 -1.69055 -0.1 -0.1 -0.1
H 5.23914 -2.35979 -2.53411 0.0 0.0 0.0
H 3.55640 -0.92971 -3.91261 0.0 0.1 0.0
H 3.86389 -0.42123 -2.25287 0.0 0.0 0.0
H 1.89908 0.72182 -2.56135 0.0 -0.1 0.4
H -0.05158 -3.26558 -1.25290 0.0 0.0 0.0
H -0.81094 -2.36071 -3.55591 0.0 0.0 0.0
H 1.10983 -4.20094 -3.46711 0.0 0.0 0.0
C 8.12010 -5.32068 -1.59168 0.0 0.0 0.1
C 8.12090 -6.81442 -1.32491 0.1 0.0 -0.1
O 6.77701 -7.08481 -0.92017 0.0 0.0 0.1
S 5.75736 -6.12670 -1.71099 0.1 0.0 0.1
O 5.24161 -6.80907 -2.83928 0.0 0.0 -0.1
O 4.91577 -5.51751 -0.75358 -0.1 0.0 0.1
O 6.86022 -5.08685 -2.22512 0.0 0.0 -0.1
H 8.16749 -4.74441 -0.66586 0.0 0.0 0.0
H 8.91093 -5.00543 -2.26728 -0.1 0.0 -0.1
H 8.79036 -7.10637 -0.52024 -0.1 0.0 0.1
H 8.34842 -7.38574 -2.22729 0.0 0.0 0.0
C -1.00177 -0.39154 -0.06897 0.2 -0.4 -0.2
C -2.18839 -1.32455 -0.07722 0.0 0.0 -0.3
O -2.97218 -0.89257 1.08362 0.3 -0.1 0.0
S -2.83947 0.67180 1.25053 -0.2 -0.3 -0.1
O -3.95452 1.31392 0.63135 -0.1 0.2 0.1
O -2.53536 0.95798 2.61047 -0.1 0.1 0.1
O -1.57767 0.88513 0.33449 0.0 0.3 0.0
H -0.25067 -0.69124 0.66076 0.0 0.1 0.0
H -0.53651 -0.27610 -1.04526 0.0 0.1 0.0
H -1.89418 -2.36494 0.01945 -0.1 0.0 0.2
H -2.79957 -1.18752 -0.96850 0.0 0.0 0.0
C -2.04631 -2.15985 4.45667 -0.2 0.0 -0.2
C -3.11314 -3.19589 4.75437 0.0 0.1 0.2
O -2.62012 -4.37972 4.10442 0.0 0.0 -0.1
S -1.02993 -4.42507 4.17873 -0.1 0.0 0.1
O -0.61506 -5.21643 5.28363 0.1 0.0 0.0
O -0.53085 -4.68129 2.87961 0.0 -0.1 -0.1
O -0.81476 -2.89368 4.56977 0.0 0.0 0.1
H -2.14692 -1.76648 3.44511 0.1 0.0 0.0
H -2.03655 -1.34235 5.17177 0.1 0.0 0.0
H -4.08565 -2.94496 4.34193 0.0 -0.1 -0.1
H -3.20009 -3.39363 5.82467 0.0 0.0 0.0
C -0.05430 3.75444 -0.93798 -0.1 0.0 0.2
C -0.93834 3.80896 -2.16551 0.0 -0.2 0.0
O -0.25966 4.75015 -3.02482 -0.1 0.1 0.1
S 1.31314 4.61666 -2.83905 -0.1 0.0 0.0
O 1.87023 3.79780 -3.85055 0.1 0.0 0.0
O 1.83475 5.92224 -2.61119 0.0 0.1 0.0
O 1.28238 3.80223 -1.47676 0.0 -0.1 0.0
H -0.19982 4.61822 -0.28683 0.0 0.0 0.0
H -0.17869 2.83817 -0.36846 0.1 -0.1 -0.1
H -1.93727 4.18130 -1.96055 0.0 0.1 0.0
H -0.99335 2.84253 -2.66773 0.0 0.0 0.0
C -7.14764 0.29368 2.10664 0.3 0.1 -0.1
C -7.36835 -0.70030 0.98530 -0.2 0.1 0.0
O -6.99922 -1.95727 1.58098 0.1 0.0 0.0
S -7.38592 -1.97136 3.12131 0.0 0.1 0.0
O -8.63464 -2.61452 3.31792 0.0 0.0 0.0
O -6.24636 -2.38586 3.85999 0.0 0.0 0.0
O -7.60402 -0.40336 3.28179 -0.1 0.0 0.0
H -6.08883 0.52628 2.22419 0.0 0.1 0.0
H -7.72358 1.20738 1.99571 -0.1 0.0 0.1
H -6.72909 -0.52024 0.12612 0.1 -0.1 0.1
H -8.41379 -0.74866 0.67657 0.0 0.0 0.0
C 1.91080 8.80560 -0.42199 0.1 -0.1 0.1
C 0.72882 7.86112 -0.38718 0.0 0.0 -0.3
O -0.06616 8.35158 0.70880 0.1 -0.1 0.1
S 0.04936 9.93585 0.80158 0.0 0.0 0.0
O -1.05031 10.55155 0.14977 0.0 0.0 0.0
O 0.37211 10.27889 2.13933 0.0 0.0 0.1
O 1.32859 10.09016 -0.13460 0.0 0.0 -0.1
H 2.64337 8.56950 0.35081 0.0 0.0 0.0
H 2.39339 8.84202 -1.39369 -0.1 0.1 0.0
H 1.01964 6.83409 -0.19448 -0.1 0.0 0.1
H 0.14340 7.91468 -1.30530 0.0 0.0 0.0